No. 1
90
Properties=species:S:1:pos:R:3:mulliken_charge:R:1 method="wB97M-V/def2-TZVPD" lumo_ev=-6.434 de_lowest_kcal_mol=2.6 charge=+2 energy_ev=-81018.64081 gap_ev=6.6403 mol_weight_g_mol=905.840 fmax_ha_per_bohr=0.0719 multiplicity=1
Ta 8.3628 -20.1530 7.3970 1.666
O 7.9833 -21.7184 8.7561 -0.587
C 8.6174 -22.4031 9.5615 -0.065
C 10.0129 -22.4198 9.7086 1.125
C 10.6244 -23.2197 10.6916 -0.409
C 11.9687 -23.1541 10.7949 -0.581
C 12.7264 -22.2842 9.9805 -0.554
C 12.1610 -21.5611 8.9431 -1.071
C 10.7911 -21.5636 8.8565 -0.055
O 10.1421 -20.8097 7.9540 -0.219
N 12.5975 -23.9728 11.8286 1.008
O 13.7901 -24.0880 11.9213 -0.579
O 11.8029 -24.5724 12.5052 -0.586
H 8.0946 -23.0163 10.3567 0.326
H 9.9449 -23.8509 11.2691 0.560
H 13.7877 -22.2733 10.1985 0.541
H 12.7666 -20.9459 8.3438 0.549
C 3.9056 -17.8887 10.1873 -1.086
Si 5.1205 -16.4661 10.0678 0.359
C 4.8871 -15.8302 8.3137 -0.902
C 4.9382 -15.2744 11.4760 -1.135
C 6.8711 -17.2380 10.1044 0.329
C 7.8199 -16.8352 11.0626 -0.100
C 9.0762 -17.4633 11.1125 -1.369
C 9.3965 -18.4269 10.1955 -0.339
N 8.5060 -18.8130 9.2668 -0.335
C 7.2833 -18.2136 9.2570 0.054
S 6.3294 -19.0123 7.9909 -0.690
H 4.0081 -18.4309 9.2528 0.314
H 2.8746 -17.6379 10.3453 0.423
H 4.1361 -18.4864 11.0179 0.405
H 3.8700 -15.4729 8.2937 0.474
H 4.8831 -16.6934 7.5941 0.246
H 5.4759 -14.9781 7.8862 0.283
H 3.9755 -14.7982 11.4035 0.390
H 5.7602 -14.5346 11.4634 0.309
H 4.8807 -15.6732 12.4999 0.362
H 7.6197 -16.0241 11.7813 0.401
H 9.7834 -17.2686 11.8785 0.512
H 10.2720 -19.0362 10.2585 0.625
C 7.5003 -16.5627 1.7753 -0.810
O 7.6448 -17.9244 2.1464 -0.250
C 8.4572 -18.7167 1.4465 0.855
C 8.2624 -18.9644 0.0886 -0.497
C 9.1712 -19.7526 -0.6498 -0.711
C 10.2995 -20.2889 -0.0133 -0.635
C 10.4589 -20.0345 1.3542 0.008
C 9.5231 -19.3221 2.0508 -1.095
N 9.7423 -19.1017 3.4641 0.169
C 9.1367 -19.7743 4.3869 0.652
N 8.5467 -20.9541 4.0884 0.371
C 7.7276 -21.7944 4.8180 -0.005
C 7.3216 -21.6747 6.1313 0.216
C 6.3641 -22.5747 6.6199 -0.504
C 5.8605 -23.5635 5.8240 -0.906
C 6.4017 -23.8216 4.5454 -0.337
C 7.4006 -22.9931 4.1314 0.451
O 8.0517 -23.1144 2.9132 -0.439
C 7.9082 -24.3055 2.1374 -0.964
N 9.0129 -19.4097 5.6674 0.390
C 8.9865 -18.0194 6.1090 -0.962
C 7.9302 -17.1590 5.7351 0.495
C 7.9434 -15.7893 6.0497 -1.386
C 9.1248 -15.3050 6.5963 -0.873
C 10.1817 -16.1227 6.9334 -0.416
C 10.1773 -17.4470 6.6022 0.701
O 11.2045 -18.3113 6.7987 -0.156
C 12.4558 -17.8586 7.3479 -1.082
H 6.6128 -16.1915 2.3703 0.207
H 7.3246 -16.3563 0.7251 0.445
H 8.4005 -15.9967 2.0875 0.298
H 7.3341 -18.5981 -0.3263 0.550
H 9.0913 -19.9113 -1.7258 0.417
H 11.0723 -20.8836 -0.5161 0.428
H 11.4022 -20.4492 1.8881 0.301
H 10.0938 -18.1818 3.7162 0.434
H 8.7752 -21.2104 3.1371 0.258
H 5.9535 -22.4263 7.6409 0.473
H 5.0841 -24.2615 6.1176 0.415
H 6.1580 -24.6652 3.9273 0.530
H 6.9357 -24.2817 1.6781 0.366
H 8.0808 -25.1062 2.8336 0.414
H 8.7705 -24.2809 1.4710 0.259
H 6.9843 -17.5039 5.2783 0.662
H 7.0425 -15.2421 5.9256 0.732
H 9.1377 -14.2236 6.9069 0.353
H 11.0338 -15.6285 7.3930 0.514
H 13.2762 -18.6587 7.3440 0.212
H 12.2372 -17.4524 8.3283 0.432
H 12.8563 -17.0394 6.6924 0.421

No. 2
86
Properties=species:S:1:pos:R:3:mulliken_charge:R:1 method="wB97M-V/def2-TZVPD" lumo_ev=-8.590 charge=+3 energy_ev=-57135.25764 gap_ev=7.5523 mol_weight_g_mol=719.655 fmax_ha_per_bohr=0.0241 multiplicity=1
Y 0.9509 -0.0715 0.9727 1.377
C -5.7056 -1.1112 2.7169 -1.730
C -4.3666 -1.2645 2.0526 -0.120
C -4.2064 -1.3190 0.7253 -0.824
C -2.9061 -1.6579 0.0965 1.411
C -2.1882 -1.6354 -2.0527 -0.612
N -2.7755 -0.8373 -3.0948 -0.210
C -4.0621 -0.1864 -2.8670 0.172
C -4.1866 1.1132 -3.6662 -1.622
C -3.1761 2.2062 -3.3086 -0.537
N -3.2946 2.5048 -1.8638 0.080
C -2.3561 2.6760 -0.9963 -0.761
C -0.9767 3.0286 -1.2211 0.502
C -0.6000 4.0299 -2.1284 -0.309
C 0.6392 4.6492 -2.0557 -0.014
C 1.0346 5.7561 -3.0005 -1.630
C 1.4871 4.2487 -1.0263 -0.648
C 1.1895 3.1932 -0.1578 0.561
C 2.1002 2.8713 0.9374 -0.456
N 2.1235 1.7422 1.5539 0.144
C 2.9603 1.5896 2.7708 -0.832
C 2.6170 0.3092 3.5504 -0.927
C 1.1653 0.1842 4.0558 -0.908
N 0.2668 -0.4228 3.0330 0.033
C -0.8635 -0.9160 3.3948 -0.827
C -1.9068 -1.3920 2.4917 0.517
C -3.1767 -1.2595 2.9213 -1.080
C -1.7374 -1.8202 1.0788 0.794
O 0.4262 -2.8185 1.2931 -0.314
C -0.0529 2.5332 -0.2788 0.685
O -0.3714 1.4849 0.4449 -0.851
H -6.5041 -1.0012 1.9854 0.403
H -5.9261 -1.9905 3.3260 0.365
H -5.7214 -0.2470 3.3845 0.415
H -5.0767 -1.2275 0.0826 0.322
H -1.2925 -2.1027 -2.4579 0.552
H -2.7429 -1.3037 -3.9911 0.374
H -4.9085 -0.8289 -3.1260 0.412
H -4.1592 0.0276 -1.7970 -0.222
H -4.0757 0.9009 -4.7305 0.452
H -5.1992 1.5086 -3.5419 0.494
H -2.1497 1.8973 -3.4997 0.473
H -3.3905 3.1063 -3.8830 0.444
H -4.2378 2.4377 -1.4954 0.408
H -2.6684 2.5963 0.0425 0.490
H -1.3226 4.3896 -2.8541 0.415
H 0.2032 6.0525 -3.6372 0.361
H 1.3668 6.6359 -2.4499 0.403
H 1.8563 5.4435 -3.6459 0.361
H 2.4302 4.7733 -0.8991 0.513
H 2.7709 3.6724 1.2598 0.482
H 4.0127 1.5580 2.4870 0.447
H 2.8179 2.4565 3.4162 0.566
H 2.8863 -0.5856 2.9697 0.142
H 3.2784 0.2872 4.4151 0.505
H 1.1374 -0.4221 4.9590 0.633
H 0.7772 1.1721 4.3094 0.397
H -1.1414 -0.8892 4.4508 0.529
H -3.3429 -1.0207 3.9696 0.567
O 8.7751 -2.7336 -0.5694 -0.437
C 8.0092 -1.6704 -0.3039 0.530
O 8.4812 -0.5946 -0.0904 -0.488
C 6.5226 -1.8845 -0.1444 0.486
C 5.7068 -0.8006 -0.4470 -1.264
C 4.3499 -0.8817 -0.2169 -0.243
C 3.7973 -2.0395 0.3214 0.811
C 4.6036 -3.1227 0.6307 -0.575
C 5.9682 -3.0418 0.3863 -1.124
N 2.3948 -1.9964 0.6031 0.290
C 1.6697 -3.0178 0.7328 -0.255
C -0.7184 -2.7051 0.4784 1.663
C -1.1118 -3.9078 -0.2877 -0.798
C -2.2494 -3.9349 -0.9685 -1.528
C -3.0053 -2.6695 -1.1478 -0.504
C -1.9395 -0.8293 -0.7925 -0.238
N -0.7608 -1.2464 0.0559 -0.115
H 8.2646 -3.5257 -0.7821 0.326
H 6.1613 0.0994 -0.8402 0.465
H 3.7113 -0.0397 -0.4719 0.428
H 4.1992 -4.0110 1.1017 0.426
H 6.5973 -3.8805 0.6600 0.401
H 1.9529 -4.0465 0.5266 0.515
H -0.5090 -4.7949 -0.1329 0.563
H -2.6054 -4.8546 -1.4184 0.504
H -4.0354 -2.8264 -1.4599 0.672
H -1.9585 0.2518 -0.8440 -0.278

No. 3
88
Properties=species:S:1:pos:R:3:lowdin_spin:R:1 method="wB97M-V/def2-TZVPD" lumo_ev="-10.516 / -9.972" de_lowest_kcal_mol=60.7 charge=+3 energy_ev=-162941.17487 gap_ev="5.1000 / 5.6431" mol_weight_g_mol=790.811 fmax_ha_per_bohr=0.0495 multiplicity=2
Cr 0.8279 -0.2055 -0.6082 0.993
C 2.7302 -4.1025 -0.6904 -0.001
C 2.5069 -2.7637 -0.3735 0.001
N 1.3257 -2.1836 -0.5851 -0.001
C 0.3509 -2.9628 -1.0854 0.003
C 0.6499 -4.2510 -1.5560 0.000
N 1.8171 -4.8049 -1.3358 0.001
C -0.9835 -2.3884 -1.0562 0.003
C -2.0875 -3.2306 -1.0634 0.001
C -3.3806 -2.7155 -0.9538 0.003
C -3.4437 -1.3215 -0.9067 -0.002
C -2.2944 -0.5312 -0.9164 0.001
N -1.0494 -1.0403 -0.9430 -0.006
C -2.5671 0.9139 -1.0069 0.001
C -3.5728 1.5103 -0.2275 0.001
N -4.0826 2.6728 -0.5600 0.000
C -3.6214 3.2980 -1.6218 0.001
C -2.4983 2.7993 -2.2851 0.000
N -1.9893 1.6178 -1.9785 0.002
C -4.5791 -3.5721 -0.8943 0.000
C -4.4833 -4.9638 -1.0091 0.001
C -5.6305 -5.7412 -0.9109 0.000
N -6.8046 -5.1914 -0.7300 0.001
C -6.9523 -3.8951 -0.6260 0.000
C -5.8589 -3.0382 -0.6982 0.001
H 3.6550 -4.6051 -0.4409 0.000
H 3.2888 -2.1630 0.0718 0.000
H -0.0539 -4.8240 -2.1401 0.000
H -1.9092 -4.2898 -1.1245 0.000
H -4.3962 -0.8202 -0.8923 0.000
H -3.9568 1.0404 0.6662 0.000
H -4.1206 4.2048 -1.9317 0.000
H -2.0244 3.3458 -3.0888 0.000
H -3.5443 -5.4594 -1.1777 0.000
H -5.5917 -6.8194 -0.9788 0.000
H -7.9578 -3.5213 -0.4808 0.000
H -6.0431 -1.9818 -0.5988 0.000
O 0.2561 -0.2176 1.3698 0.003
S -0.2598 0.8699 2.3287 0.000
C 1.1777 1.2179 3.4669 0.000
C 2.4596 0.5379 3.0204 0.000
C 3.1348 1.2573 1.8485 0.000
C 4.3059 0.4466 1.3042 -0.001
S 4.2077 0.0456 -0.5014 0.005
O 2.7126 0.2877 -0.8371 0.015
C 4.9460 1.4466 -1.3501 0.001
C 4.8636 1.3396 -2.7354 0.000
C 5.3514 2.3615 -3.5295 0.000
C 5.9297 3.4748 -2.9360 0.000
C 6.0242 3.5628 -1.5556 0.000
C 5.5307 2.5479 -0.7505 0.000
C -1.2780 -0.1184 3.4382 0.000
C -2.5722 0.3034 3.7035 0.000
C -3.3749 -0.4648 4.5315 0.000
C -2.8819 -1.6433 5.0736 0.000
C -1.5844 -2.0535 4.8050 0.000
C -0.7750 -1.2930 3.9800 0.000
H 1.2771 2.3024 3.4676 0.000
H 0.8833 0.8929 4.4632 0.000
H 2.2328 -0.4928 2.7321 0.000
H 3.1439 0.5041 3.8698 0.000
H 3.4753 2.2421 2.1741 0.000
H 2.3795 1.3996 1.0632 0.000
H 4.3463 -0.5322 1.7826 0.000
H 5.2690 0.9225 1.4620 0.000
H 4.4064 0.4664 -3.1798 0.000
H 5.2837 2.2859 -4.6034 0.000
H 6.3022 4.2772 -3.5520 0.000
H 6.4777 4.4269 -1.0959 0.000
H 5.5969 2.6472 0.3202 0.000
H -2.9385 1.2309 3.2903 0.000
H -4.3799 -0.1441 4.7597 0.000
H -3.5085 -2.2459 5.7111 0.000
H -1.1949 -2.9603 5.2429 0.000
H 0.2336 -1.6081 3.7622 0.000
C 2.2889 3.4075 -1.0111 -0.003
As 0.6928 2.2854 -1.2182 -0.016
C -0.4384 3.6345 -0.3074 -0.003
C 0.6032 2.5734 -3.1524 -0.004
H 2.0051 4.4115 -1.3470 -0.001
H 3.1000 3.0560 -1.6427 0.000
H 2.6321 3.4781 0.0202 0.000
H -0.7697 4.3901 -1.0211 -0.001
H 0.1907 4.1279 0.4361 0.000
H -1.3011 3.2082 0.1994 0.000
H 0.4299 3.6277 -3.3789 -0.001
H -0.1525 1.9535 -3.6280 0.000
H 1.5824 2.3029 -3.5534 0.000

No. 4
84
Properties=species:S:1:pos:R:3:mulliken_charge:R:1 method="wB97M-V/def2-TZVPD" lumo_ev=0.422 smiles=COc1ccc([C@@H](Cc2ccccc2)c2cn(C)c3ccccc23)cc1.CC1(C)OB(c2ccc(C(F)(F)F)cc2)OC1(C)C charge=0 energy_ev=-55466.60273 gap_ev=8.0778 mol_weight_g_mol=613.529 fmax_ha_per_bohr=0.0494 multiplicity=1
C 2.5436 5.8573 4.7368 -0.801
O 1.5675 4.9001 5.2194 -0.469
C 1.3925 3.7164 4.5611 0.813
C 2.1425 3.3415 3.4227 -0.999
C 1.9372 2.0940 2.8492 -0.596
C 1.0393 1.1928 3.3894 -0.028
C 0.8122 -0.1164 2.6121 1.578
C 0.1774 0.2101 1.3058 -0.919
C -1.1406 0.9746 1.3675 0.501
C -2.2654 0.4793 2.0467 -0.157
C -3.4707 1.1956 1.9997 -0.836
C -3.5445 2.4650 1.3994 -0.539
C -2.3912 2.9677 0.7803 -0.773
C -1.1988 2.2305 0.7639 -0.179
C 1.9800 -0.9852 2.2035 -0.372
C 3.3325 -0.6442 2.1715 -0.840
N 4.0306 -1.6456 1.5198 0.176
C 5.4666 -1.6663 1.4233 -1.048
C 3.1559 -2.6779 1.1779 -0.293
C 3.3962 -3.9170 0.6049 -0.875
C 2.3082 -4.7839 0.4111 -0.772
C 0.9967 -4.3498 0.6621 -1.001
C 0.7440 -3.0801 1.2026 0.229
C 1.8436 -2.2868 1.5621 0.442
C 0.2360 1.5798 4.4798 -0.191
C 0.4212 2.8285 5.0661 -0.911
H 2.4549 6.7055 5.4110 0.246
H 3.5593 5.4519 4.7878 0.322
H 2.3291 6.1792 3.7118 0.315
H 2.8414 4.0371 2.9603 0.324
H 2.4629 1.8174 1.9324 0.392
H 0.1246 -0.7141 3.2279 0.941
H -0.0046 -0.6941 0.6903 0.275
H 0.8867 0.7941 0.7048 -0.081
H -2.1973 -0.4440 2.6286 0.406
H -4.3693 0.7478 2.4422 0.389
H -4.4954 3.0136 1.3483 0.387
H -2.3924 3.9490 0.2863 0.383
H -0.2824 2.6468 0.3375 0.433
H 3.8152 0.2507 2.5518 0.663
H 5.8043 -2.5936 0.9548 0.327
H 5.8336 -0.8133 0.8394 0.312
H 5.8934 -1.5852 2.4290 0.342
H 4.4061 -4.1974 0.3256 0.273
H 2.4723 -5.7982 0.0472 0.394
H 0.1588 -5.0111 0.4455 0.427
H -0.2810 -2.6991 1.3272 0.631
H -0.5568 0.9161 4.8436 0.374
H -0.2005 3.1647 5.8997 0.399
C 1.0676 1.7542 -2.9607 -1.826
C 0.0119 0.9997 -3.7579 1.727
C -0.3363 1.8082 -4.9943 -1.885
O -1.2004 0.9034 -2.9709 -0.578
B -1.2869 -0.4409 -2.6498 1.300
C -2.5275 -1.0778 -1.9972 -0.006
C -3.7595 -0.4029 -2.0041 -0.560
C -4.9362 -1.1145 -1.8226 -0.830
C -4.8518 -2.4735 -1.5323 0.264
C -6.0979 -3.3162 -1.6167 0.732
F -5.8722 -4.6243 -1.3260 -0.283
F -7.0709 -2.8814 -0.7619 -0.262
F -6.6348 -3.2725 -2.8780 -0.256
C -3.6412 -3.0780 -1.2255 -0.528
C -2.4654 -2.3668 -1.4464 -0.494
O -0.1124 -1.1785 -2.8077 -0.521
C 0.4406 -0.5402 -3.9689 1.309
C -0.2038 -1.1770 -5.2091 -1.850
C 1.9183 -0.8171 -4.0130 -1.870
H 1.9415 1.9284 -3.5976 0.372
H 0.6781 2.7269 -2.6493 0.514
H 1.3832 1.2130 -2.0611 0.117
H 0.5234 1.8698 -5.6716 0.365
H -1.1864 1.3825 -5.5346 0.345
H -0.5976 2.8277 -4.6860 0.450
H -3.7780 0.6726 -2.1925 0.480
H -5.8997 -0.6333 -1.9505 0.403
H -3.6098 -4.1032 -0.8777 0.492
H -1.5003 -2.8292 -1.2261 0.478
H 0.2886 -0.8110 -6.1125 0.425
H -0.0461 -2.2644 -5.1561 0.453
H -1.2829 -0.9972 -5.2740 0.294
H 2.3132 -0.4357 -4.9581 0.354
H 2.4653 -0.3586 -3.1896 0.363
H 2.0907 -1.8957 -3.9916 0.498

No. 5
94
Properties=species:S:1:pos:R:3:mulliken_charge:R:1 method="wB97M-V/def2-TZVPD" lumo_ev="-3.352 / -3.226" de_lowest_kcal_mol=36.5 charge=+1 energy_ev=-116791.48211 gap_ev="6.8363 / 6.8904" mol_weight_g_mol=1013.014 fmax_ha_per_bohr=0.0516 multiplicity=1
W 0.4277 0.3964 -0.8854 2.035
O 2.6990 -2.1353 -3.2794 -0.676
C 2.2646 -1.4706 -2.3585 -0.111
O 1.3004 -0.5775 -2.4666 -0.497
C 2.7293 -1.5735 -0.9592 0.616
C 3.6276 -2.5439 -0.5363 -0.825
C 3.8847 -2.6942 0.8109 -0.751
C 3.2300 -1.8235 1.6989 -0.514
C 2.3751 -0.8663 1.2114 -1.024
N 2.0944 -0.7096 -0.1009 1.092
H 4.0587 -3.1811 -1.2924 0.617
H 4.5429 -3.4661 1.1772 0.502
H 3.3758 -1.9225 2.7647 0.685
H 1.8570 -0.1908 1.8865 0.505
N -1.5167 2.0106 -0.8075 -0.502
C -2.7612 1.6487 -1.4366 -0.176
C -3.9419 2.3205 -1.1480 -0.420
C -5.1142 1.9682 -1.7960 -0.804
C -5.1216 0.9376 -2.7241 -0.921
C -3.9534 0.2547 -3.0052 0.127
C -2.7729 0.6041 -2.3598 0.552
P -1.1525 -0.1702 -2.6845 1.257
C -0.8472 0.4948 -4.3606 1.023
C -0.4329 1.8227 -4.4433 -0.678
C -0.2199 2.4158 -5.6732 -1.055
C -0.4275 1.6870 -6.8341 -0.637
C -0.8662 0.3761 -6.7600 -0.797
C -1.0854 -0.2196 -5.5286 -0.477
C -1.4544 -1.9458 -2.8891 0.514
C -0.5138 -2.7216 -3.5682 -0.948
C -0.6362 -4.0991 -3.5789 -1.041
C -1.6878 -4.7126 -2.9167 -0.721
C -2.6180 -3.9434 -2.2357 -0.801
C -2.4997 -2.5659 -2.2072 -1.042
H -1.2035 2.9214 -1.1593 0.382
H -1.6969 2.1587 0.2160 -0.124
H -3.9413 3.1244 -0.4264 0.547
H -6.0280 2.5010 -1.5826 0.419
H -6.0355 0.6647 -3.2289 0.467
H -3.9397 -0.5507 -3.7255 0.512
H -0.2804 2.3920 -3.5323 0.414
H 0.1111 3.4427 -5.7286 0.478
H -0.2517 2.1446 -7.7949 0.410
H -1.0305 -0.1901 -7.6653 0.449
H -1.4278 -1.2426 -5.4824 0.431
H 0.3214 -2.2509 -4.0689 0.688
H 0.1034 -4.6936 -4.0939 0.474
H -1.7679 -5.7896 -2.9122 0.427
H -3.4311 -4.4208 -1.7100 0.466
H -3.2053 -1.9683 -1.6443 0.456
N -1.7284 2.3846 1.9977 -0.536
C -0.5112 3.1247 2.2931 0.694
C -0.2193 3.3870 3.7874 -1.456
C 0.1600 2.1211 4.5779 0.370
C 1.5104 2.2583 5.2914 -1.332
N 2.5770 2.3113 4.3143 -0.078
C 3.4104 1.3402 3.9746 0.896
N 3.9905 1.3930 2.7833 -0.222
N 3.7089 0.3361 4.8161 -0.358
C 0.6949 2.4277 1.6392 -1.036
O 1.8313 2.8532 1.8642 -1.262
O 0.4541 1.3953 0.9265 1.668
H -2.5296 2.7947 2.4672 0.311
H -1.6551 1.4096 2.2760 -0.139
H -0.6000 4.1036 1.8031 0.235
H -1.0976 3.8590 4.2324 0.531
H 0.5884 4.1201 3.8374 0.556
H 0.2214 1.2617 3.9045 -0.256
H -0.6005 1.8968 5.3253 0.482
H 1.6510 1.4178 5.9712 0.487
H 1.5298 3.1821 5.8749 0.316
H 2.3721 2.9455 3.5296 0.286
H 3.6130 2.0148 2.0654 0.114
H 4.6620 0.7025 2.4922 0.250
H 3.4469 0.3859 5.7850 0.182
H 4.4463 -0.3007 4.5721 0.233
O -1.2268 -0.4710 0.5777 -0.809
C -0.6794 -1.6173 0.6405 1.054
O -0.0615 -2.0731 -0.3484 -0.446
C -0.6442 -2.3438 1.9364 0.127
C -1.1869 -1.7795 3.0869 -0.023
C -0.9850 -2.3806 4.3155 -0.885
C -0.2583 -3.5589 4.4019 -0.466
C 0.2636 -4.1383 3.2556 -0.841
C 0.0802 -3.5300 2.0278 -0.396
H -1.7634 -0.8681 3.0137 0.601
H -1.3990 -1.9348 5.2081 0.461
H -0.0956 -4.0250 5.3626 0.452
H 0.8202 -5.0623 3.3255 0.444
H 0.5028 -3.9466 1.1270 0.623
Cl 2.7539 2.6216 -3.4572 -0.347
Si 1.9791 2.1962 -1.5929 0.196
Cl 1.0885 4.0507 -1.0113 -0.364
Cl 3.7421 2.0916 -0.4466 -0.322